No. 1
30
Properties=species:S:1:pos:R:3 method="wB97M-V/def2-TZVPD" max_force_ev_per_a=6.19 orbital_gap_ev=8.6 lumo_ev=-3.06 total_charge=+1
C 0.0682 -2.6651 1.2701
C -0.0278 -1.3935 2.2348
N -0.1490 -2.0389 -0.1149
H 1.0044 -3.2891 1.1739
H -0.6284 -3.5184 1.4970
H -1.0927 -1.2408 2.4300
H 0.4648 -0.6345 1.7108
H 0.6906 -1.4310 -0.3346
H -0.2395 -2.5881 -0.9461
H -0.9762 -1.3524 -0.0980
H 0.4050 -1.5273 3.2381
C 2.2902 0.9386 0.6474
C 0.0878 1.1570 -0.3618
C 1.4732 0.6882 -0.4890
C -0.4271 0.8357 -1.6239
C 1.5627 -0.1066 -1.5944
C -2.0424 2.1012 0.2585
C -2.4029 2.1651 -1.1601
C -0.7776 1.6808 0.5908
C -1.6658 1.3149 -2.0571
N 0.3479 -0.0542 -2.3050
H -2.6734 2.5636 0.8902
H -3.2318 2.7829 -1.4434
H -0.4694 1.9557 1.6559
H -2.0095 1.2624 -3.1218
H 2.7386 0.1602 1.2622
H 1.8811 1.7765 1.3036
H 2.4389 -0.6140 -1.9531
H 0.1668 -0.5266 -3.0790
H 3.1935 1.5977 0.5188

=====

No. 2
94
Properties=species:S:1:pos:R:3 method="wB97M-V/def2-TZVPD" max_force_ev_per_a=0.78 orbital_gap_ev=6.0 lumo_ev=3.92 total_charge=-2
Y -0.0009 -0.1549 0.1374
Cl 0.0669 3.9336 -5.7072
C -0.1944 2.6010 -4.6230
C -0.6980 1.4047 -5.0912
Cl -1.0710 1.2106 -6.7777
C -0.8850 0.3291 -4.2027
Cl -1.5138 -1.1879 -4.7697
C -0.5552 0.4277 -2.8561
O -0.6917 -0.5255 -1.9839
C 0.0091 1.6670 -2.3780
O 0.3502 1.7083 -1.1241
C 0.1417 2.7292 -3.2641
Cl 0.7796 4.2210 -2.6418
S 0.9713 -0.3845 2.8032
C 0.3803 0.6745 4.0679
C 0.2105 0.1721 5.3680
C -0.1939 0.9879 6.4110
C -0.4475 2.3376 6.1946
C -0.2964 2.8515 4.9143
C 0.1089 2.0408 3.8573
As 0.2558 2.6470 2.0177
C -0.5312 4.4332 2.2136
C -1.9177 4.5049 2.3394
C -2.5569 5.7302 2.4521
C -1.8163 6.9060 2.4287
C -0.4365 6.8452 2.2969
C 0.2028 5.6146 2.1930
C 2.1272 3.1814 1.9437
C 2.9408 3.2864 3.0673
C 4.2656 3.6856 2.9395
C 4.7839 3.9894 1.6875
C 3.9757 3.8828 0.5637
C 2.6555 3.4682 0.6853
H 0.4087 -0.8789 5.5381
H -0.3138 0.5657 7.4033
H -0.7631 2.9788 7.0091
H -0.4975 3.9010 4.7304
H -2.4985 3.5896 2.3390
H -3.6360 5.7677 2.5453
H -2.3144 7.8654 2.5059
H 0.1469 7.7582 2.2719
H 1.2818 5.5729 2.0897
H 2.5362 3.0504 4.0451
H 4.8981 3.7464 3.8178
H 5.8217 4.2833 1.5845
H 4.3826 4.1089 -0.4153
H 2.0330 3.3444 -0.1967
C 2.9686 1.3412 -4.9346
C 3.4727 2.2318 -3.9950
C 3.6000 1.8478 -2.6698
C 3.2501 0.5595 -2.2592
C 2.7503 -0.3284 -3.2118
C 2.6065 0.0629 -4.5372
P 3.1375 0.1657 -0.4772
C 4.8045 0.4656 0.2077
C 4.9057 0.3706 1.5982
C 6.1208 0.5826 2.2304
C 7.2477 0.9155 1.4885
C 7.1541 1.0185 0.1076
C 5.9413 0.7858 -0.5307
C 2.9335 -1.6355 -0.4268
C 3.9756 -2.5404 -0.6508
C 3.7100 -3.8985 -0.6158
C 2.4058 -4.3245 -0.3673
C 1.3895 -3.4053 -0.1523
C 1.6049 -2.0132 -0.1591
H 2.8216 1.6571 -5.9603
H 3.7201 3.2454 -4.2874
H 3.9430 2.5677 -1.9345
H 2.4283 -1.3165 -2.9057
H 2.1737 -0.6264 -5.2524
H 4.0159 0.1412 2.1783
H 6.1829 0.5084 3.3096
H 8.1938 1.0952 1.9859
H 8.0296 1.2743 -0.4784
H 5.8765 0.8541 -1.6095
H 4.9827 -2.1833 -0.8455
H 4.5033 -4.6199 -0.7800
H 2.1908 -5.3892 -0.3376
H 0.3889 -3.7797 0.0434
Cl -7.4556 -1.3491 -1.2061
C -5.8749 -0.8064 -0.6875
C -5.6516 0.5654 -0.5046
C -4.4272 1.0072 -0.0890
Cl -4.1588 2.7053 0.1124
C -3.3170 0.1248 0.1690
O -2.2038 0.5658 0.5671
C -3.6018 -1.2608 -0.0531
C -2.5993 -2.2665 0.1741
O -1.4254 -2.1000 0.4727
C -4.8693 -1.6999 -0.4654
H -6.4437 1.2764 -0.6952
H -2.9672 -3.3068 0.0758
H -5.0363 -2.7608 -0.6130

=====

No. 3
42
Properties=species:S:1:pos:R:3 method="wB97M-V/def2-TZVPD" smiles="COc1cccc2cc(CC(=O)c3cc(C)ccc3C)c(=O)oc12" max_force_ev_per_a=0.72 orbital_gap_ev=8.6 lumo_ev=0.07 total_charge=0
C -4.9222 -2.5926 -0.7405
O -5.5752 -1.3447 -0.6217
C -4.9166 -0.2312 -0.2233
C -5.6982 0.9220 -0.1820
C -5.1789 2.1464 0.2037
C -3.8550 2.2535 0.5633
C -3.0381 1.1206 0.5376
C -1.6537 1.1700 0.9015
C -0.8806 0.0641 0.8722
C 0.5833 0.0765 1.1649
C 1.3347 0.8407 0.0673
O 0.8079 1.7415 -0.5416
C 2.7267 0.3897 -0.1602
C 3.5094 0.0436 0.9424
C 4.8254 -0.3653 0.8071
C 5.6369 -0.7141 2.0175
C 5.3570 -0.4524 -0.4740
C 4.5896 -0.1249 -1.5734
C 3.2752 0.3136 -1.4476
C 2.5132 0.6375 -2.6952
C -1.4479 -1.2126 0.4465
O -0.8359 -2.2534 0.3735
O -2.7662 -1.2293 0.1204
C -3.5627 -0.1228 0.1455
H -5.6920 -3.2789 -1.0923
H -4.1077 -2.5570 -1.4663
H -4.5355 -2.9411 0.2191
H -6.7337 0.8241 -0.4662
H -5.8203 3.0137 0.2193
H -3.4308 3.1986 0.8634
H -1.2397 2.1229 1.1967
H 0.9514 -0.9475 1.2288
H 0.7778 0.5973 2.1059
H 3.0932 0.1219 1.9360
H 6.6609 -0.9533 1.7430
H 5.2048 -1.5751 2.5264
H 5.6492 0.1168 2.7212
H 6.3782 -0.7784 -0.6100
H 5.0172 -0.2011 -2.5630
H 3.0118 1.4450 -3.2300
H 1.4962 0.9483 -2.4851
H 2.4909 -0.2328 -3.3507